1.
This record from OMol25 describes a gas-phase ion, C3H9BNO2 (charge +1) at a distorted geometry. The level of theory is ωB97M-V with the def2-TZVPD basis set.

XYZ file:
```
16
Properties=species:S:1:pos:R:3:forces:R:3
C 0.99987 -0.17587 -2.36032 1.12 0.88 -1.89
B 0.43404 -0.10702 -0.93775 -0.36 -0.13 -1.13
O 0.42646 -1.23160 -0.14640 -1.49 1.29 4.22
C -0.18047 -0.96929 1.44839 3.40 -3.09 -3.78
N -1.10776 0.05575 1.30189 -3.20 0.43 -0.46
C -0.38365 1.27914 0.75905 -0.43 0.91 1.15
O -0.22804 1.09926 -0.58413 0.64 -0.55 0.83
H 0.64656 0.62162 -3.11871 0.03 -1.50 1.29
H 1.06390 -1.18440 -2.78692 -0.68 0.20 -0.05
H 2.08662 0.04027 -2.37473 -0.19 0.19 0.57
H 0.72365 -0.73781 2.01990 -0.48 0.02 0.01
H -0.66556 -1.89675 1.71410 0.24 -0.31 -0.07
H -1.73131 -0.26579 0.44528 0.42 0.80 2.49
H -1.57162 0.16702 2.28198 0.20 0.20 -2.32
H -1.05128 2.17230 0.94973 1.19 -0.87 0.01
H 0.53859 1.13317 1.38863 -0.42 1.54 -0.86
```
Positions in Å, forces in eV/Å.

Structure (SMILES): CB1OC[NH2+]CO1
HOMO energy: -15.9 eV
Total charge: +1
Energy relative to the best compared isomer or geometry (same formula, charge and spin): 175.54 kJ/mol

2.
This record from OMol25 describes 12 unconnected molecules or ions with the total composition C69H162N10O14 at a distorted geometry. The level of theory is ωB97M-V with the def2-TZVPD basis set.

XYZ file:
```
255
Properties=species:S:1:pos:R:3:forces:R:3
C -20.84718 0.92171 -25.10061 0.33 1.18 -0.36
C -22.07280 0.69821 -24.23716 -2.28 -1.02 0.27
C -23.41569 1.21591 -24.96338 1.41 0.26 0.58
C -22.13203 -0.81825 -24.07810 -0.57 -0.87 0.43
C -23.03430 -1.33261 -22.95571 -0.17 -0.59 -0.90
C -22.71518 -0.71108 -21.63326 0.21 -0.42 -0.26
C -22.75088 0.80794 -21.75551 -1.60 0.41 2.34
C -24.26527 1.22172 -21.75736 0.05 1.20 -0.94
C -22.14098 1.36774 -20.41786 -1.35 0.00 -0.91
N -21.95980 1.29300 -22.87755 1.50 -2.45 -0.78
O -21.97317 2.64793 -22.97303 -0.82 2.22 0.06
H -20.98064 0.62627 -26.14128 -0.47 -0.26 0.05
H -20.60787 1.98192 -25.18283 0.19 0.17 0.16
H -19.96848 0.37143 -24.76419 -0.07 0.16 0.37
H -23.37577 0.96468 -26.02328 -0.06 0.13 0.00
H -24.37077 0.89492 -24.54758 0.34 -0.56 0.12
H -23.42326 2.29400 -24.80281 0.05 0.13 -0.47
H -22.47050 -1.25697 -25.01674 0.05 0.07 -0.20
H -21.13738 -1.22700 -23.90012 0.21 0.15 0.06
H -24.08649 -1.18871 -23.20126 -0.13 0.51 -0.05
H -23.01074 -2.42107 -22.90297 0.49 -0.17 0.02
H -21.76803 -1.04469 -21.20935 0.44 0.03 -0.42
H -23.43443 -1.14124 -20.93630 -0.29 0.77 0.35
H -24.84565 0.78340 -22.56923 -0.01 -0.63 0.38
H -24.40469 2.27437 -22.00351 0.56 0.40 -0.01
H -24.78786 1.16637 -20.80242 0.26 -0.72 0.07
H -22.38154 2.42975 -20.36923 1.31 0.42 -0.40
H -21.12849 0.96916 -20.35382 0.15 0.82 0.29
H -22.73617 1.09993 -19.54486 0.02 -1.06 -0.08
H -21.07584 2.95743 -23.11655 0.29 -0.22 0.23
C -14.83423 -1.04547 -35.99799 1.03 -0.16 1.21
C -16.08864 -0.29216 -36.31935 -0.51 -1.23 -0.25
C -17.17201 -1.37008 -36.42640 -0.87 0.27 -0.29
C -16.36706 0.63067 -35.15224 0.04 0.11 -0.09
C -17.45367 1.61141 -35.46822 -0.31 0.21 -0.48
C -17.12498 2.42434 -36.72355 0.37 -0.13 -0.37
C -16.75392 1.54695 -37.96674 -0.79 -0.16 -0.22
C -18.10629 1.07291 -38.58325 0.54 -0.65 -1.08
C -16.00342 2.38034 -39.05618 0.11 0.38 0.58
N -15.87811 0.43152 -37.55323 0.15 2.19 0.22
O -15.70299 -0.40933 -38.65098 0.11 -0.71 -0.29
H -14.06654 -0.32166 -35.72438 0.45 -0.07 -0.56
H -14.98627 -1.57424 -35.05704 -0.16 -0.22 0.07
H -14.49919 -1.80486 -36.70450 -0.05 0.34 -0.27
H -18.19635 -0.99748 -36.42616 -0.03 0.33 0.05
H -17.06016 -1.85768 -37.39483 0.14 -0.45 0.28
H -17.11303 -2.04192 -35.57010 0.14 -0.27 -0.27
H -16.61601 -0.03189 -34.32330 -0.11 0.16 0.21
H -15.48652 1.20365 -34.86165 0.32 -0.12 -0.09
H -18.38829 1.09447 -35.68584 -0.16 -0.09 0.31
H -17.60670 2.27329 -34.61581 -0.20 0.09 -0.06
H -16.33803 3.15534 -36.53793 0.20 -0.04 0.12
H -18.02745 2.98398 -36.96941 0.09 0.18 -0.24
H -18.52877 1.83988 -39.23238 -0.35 0.47 0.65
H -18.82897 0.61180 -37.91005 0.00 0.54 0.28
H -17.95427 0.30545 -39.34219 0.51 -0.35 0.12
H -15.04086 2.75936 -38.71278 -0.02 0.02 0.60
H -16.59804 3.25865 -39.30739 -0.13 0.00 -0.05
H -15.71462 1.90081 -39.99145 -0.66 -0.58 0.09
H -14.75767 -0.35905 -38.81041 0.12 -0.08 -0.16
C -15.23659 8.88132 -33.13849 -0.59 -0.33 0.38
C -16.73472 9.34324 -33.41729 1.61 -0.40 1.19
C -16.74405 10.85195 -33.07277 -0.49 -0.41 -1.00
C -16.99536 8.93641 -34.83816 -0.24 0.68 -0.98
C -18.46926 9.10781 -35.31519 1.63 0.39 -0.47
C -19.32424 8.25370 -34.45632 -1.14 1.01 0.97
C -19.10582 8.48363 -32.91271 0.57 -1.65 0.21
C -19.81066 9.77815 -32.46630 0.06 0.51 -0.98
C -19.71695 7.16123 -32.24374 0.05 1.63 -0.47
N -17.65946 8.55916 -32.60658 -0.10 -1.66 -1.83
O -17.36860 8.52609 -31.26486 -0.18 0.36 0.57
H -14.96925 9.12812 -32.11101 0.18 0.21 -0.11
H -15.01953 7.81918 -33.25170 -0.76 -0.34 0.13
H -14.51956 9.29042 -33.85026 -0.24 0.76 0.08
H -15.82008 11.32479 -33.40564 0.03 0.01 0.23
H -17.55281 11.33020 -33.62531 -0.11 0.23 0.24
H -16.88535 10.97719 -31.99924 0.13 0.20 -0.05
H -16.23284 9.45696 -35.41754 -0.35 0.31 -0.50
H -16.66510 7.89835 -34.87659 -0.48 -0.26 -0.21
H -18.82282 10.13872 -35.33260 0.35 0.29 0.45
H -18.60830 8.82327 -36.35816 0.32 -0.27 -0.10
H -19.30878 7.24282 -34.86375 0.21 -0.30 0.84
H -20.33883 8.63294 -34.57834 -0.39 -0.41 -0.23
H -19.52551 10.61457 -33.10440 0.35 -0.13 -0.42
H -19.50353 10.17421 -31.49836 -0.49 -0.54 0.42
H -20.88605 9.76628 -32.64383 -0.16 -0.36 0.75
H -20.73334 7.13299 -32.63649 -0.15 -0.27 0.09
H -19.78472 7.18398 -31.15608 0.21 0.15 -0.04
H -19.18464 6.26736 -32.56891 0.13 0.20 -0.01
H -17.78423 9.33119 -30.94758 0.04 0.37 0.90
C -13.50721 -5.09726 -27.28961 1.33 0.73 0.94
C -13.82967 -4.40839 -25.93613 -0.04 0.27 0.50
C -12.55933 -4.25597 -25.06012 0.20 -0.76 0.20
C -14.27558 -2.96703 -26.29691 0.22 -0.31 -0.64
C -15.04943 -2.26168 -25.23381 -0.34 -0.35 0.21
C -16.12466 -3.17300 -24.58747 0.93 0.46 0.85
C -15.73280 -4.63830 -24.12347 0.41 0.51 -0.56
C -15.05852 -4.69763 -22.72228 -0.19 0.38 -0.30
C -17.07056 -5.41906 -24.02503 -0.10 -0.20 0.08
N -14.89326 -5.19439 -25.20965 -0.33 1.02 -1.63
O -14.35917 -6.48376 -24.95877 -0.39 0.25 0.55
H -12.86079 -5.94572 -27.06524 -1.12 -1.05 -0.35
H -14.34743 -5.09566 -27.98397 -0.10 -0.96 0.36
H -12.73749 -4.54432 -27.82803 -0.07 0.94 0.12
H -11.67652 -4.47213 -25.66179 0.22 0.99 -0.21
H -12.59572 -3.30148 -24.53503 0.54 0.18 -0.37
H -12.37730 -4.97453 -24.26098 -0.86 -0.45 0.03
H -13.39459 -2.34591 -26.45862 0.42 -0.37 -0.20
H -14.75045 -2.97124 -27.27802 -0.56 -0.13 0.10
H -14.31195 -1.81454 -24.56726 -0.13 -0.51 0.83
H -15.50307 -1.35051 -25.62380 -0.43 -0.13 -0.25
H -16.99321 -3.21021 -25.24498 0.05 -0.15 -0.02
H -16.38785 -2.61092 -23.69141 -0.60 -0.29 0.21
H -14.20152 -4.03938 -22.57960 0.04 0.16 -0.41
H -14.70521 -5.70385 -22.49693 -0.22 -0.06 -0.08
H -15.79402 -4.38426 -21.98138 -0.05 -0.18 0.13
H -17.73846 -4.94844 -23.30356 0.18 0.16 0.24
H -16.96095 -6.45352 -23.69950 0.37 -0.03 0.16
H -17.67361 -5.47700 -24.93116 0.45 0.28 -0.42
H -15.02612 -7.02663 -25.38545 0.15 -0.38 -0.06
C -22.89370 -6.43305 -32.97789 1.01 0.46 -1.56
C -21.82861 -5.28444 -33.35836 -1.63 0.52 1.17
C -21.19457 -5.51774 -34.71873 0.62 -0.97 -0.24
C -22.68370 -3.96225 -33.42845 -0.36 -0.81 -0.76
C -23.12789 -3.37068 -32.10967 0.69 -0.44 0.40
C -21.86790 -3.15502 -31.24805 -0.68 0.75 -2.43
C -20.99373 -4.40182 -31.07290 -0.10 -0.16 1.28
C -19.66901 -3.80837 -30.57217 0.33 -0.13 -0.25
C -21.63603 -5.23794 -29.91538 0.85 -0.79 -1.00
N -20.75669 -5.15057 -32.34442 0.02 2.03 -0.42
O -20.03279 -6.34208 -32.15059 -0.97 -0.67 0.69
H -23.62919 -6.45644 -33.78200 -0.19 0.21 -0.04
H -22.42295 -7.41154 -33.07306 0.14 -0.04 0.65
H -23.44294 -6.28133 -32.04868 0.42 -0.02 0.02
H -20.74584 -4.69246 -35.27159 -0.28 0.67 0.62
H -20.34323 -6.17479 -34.54096 -0.15 -0.44 -0.28
H -21.86567 -5.98341 -35.44045 -0.15 -0.23 0.21
H -22.29299 -3.21296 -34.11693 1.03 0.28 0.54
H -23.54247 -4.21532 -34.05019 -0.43 -0.47 0.25
H -23.67383 -2.44872 -32.30980 0.12 0.15 0.22
H -23.79881 -4.01926 -31.54638 -0.23 -0.23 -0.23
H -22.16761 -2.59332 -30.36331 0.52 -0.58 0.48
H -21.25975 -2.47801 -31.84799 0.12 0.40 0.03
H -19.91119 -3.19007 -29.70780 0.29 -0.13 0.22
H -19.20159 -3.16129 -31.31441 -0.28 0.14 -0.22
H -18.88784 -4.53161 -30.33809 -0.28 -0.29 0.34
H -20.83178 -5.71466 -29.35501 -0.09 0.13 0.33
H -22.16236 -6.07954 -30.36568 -0.40 0.16 0.24
H -22.27690 -4.63643 -29.27073 0.08 -0.15 -0.04
H -19.12404 -6.23903 -32.44240 0.01 0.66 -0.22
C -14.92480 3.29870 -24.66925 0.27 -1.21 -1.65
O -15.55803 3.06253 -25.94066 -1.71 0.01 0.90
C -14.79295 3.40434 -27.07236 0.25 0.44 1.26
C -15.61133 3.51609 -28.35004 -1.40 -2.93 0.58
C -15.84489 2.05527 -28.95383 -0.10 1.24 0.77
N -14.99392 4.30549 -29.33570 1.10 0.78 -1.54
H -14.83340 4.37120 -24.49752 0.01 -0.09 0.43
H -13.96213 2.79008 -24.72090 0.63 0.48 0.11
H -15.42923 2.69192 -23.91726 -0.57 0.68 0.04
H -14.33472 4.36887 -26.85372 0.36 0.27 -0.31
H -14.02766 2.62821 -27.06544 0.52 0.12 -0.96
H -16.57946 3.99648 -28.20844 -0.35 -0.56 1.09
H -16.35889 2.08926 -29.91442 -0.08 0.22 -0.07
H -16.47440 1.46303 -28.28969 0.28 -0.11 0.11
H -14.87246 1.59102 -29.11807 -0.01 -0.12 0.15
H -15.48483 5.18795 -29.35444 0.36 0.35 -0.24
H -15.26794 3.82966 -30.18339 0.45 0.51 -0.63
C -7.71783 8.31170 -23.14105 0.36 0.85 -0.31
O -8.81995 7.70893 -22.50465 0.71 -0.33 0.49
C -8.29160 6.85128 -21.50333 0.02 -1.05 0.41
C -9.36010 6.29926 -20.59560 -1.08 1.22 0.35
C -9.00366 5.20587 -19.62472 1.20 0.36 0.50
N -10.46075 5.79515 -21.34118 -2.10 -1.16 -1.18
H -7.13980 8.89664 -22.42564 -0.03 0.29 0.21
H -8.03891 8.98007 -23.93999 -0.32 -0.10 0.11
H -6.98097 7.63638 -23.57589 -0.27 -0.63 -0.08
H -7.76995 6.00754 -21.95510 0.07 -0.20 -0.45
H -7.55041 7.31912 -20.85537 0.14 0.62 -0.10
H -9.75780 7.12195 -20.00137 0.42 0.57 0.40
H -8.29740 5.55578 -18.87182 0.13 0.14 0.05
H -8.51954 4.35576 -20.10538 -0.44 -0.21 -0.08
H -9.91140 4.96024 -19.07356 0.10 -0.44 -0.15
H -11.07528 6.46041 -21.78826 0.81 0.84 -0.68
H -11.15979 5.45444 -20.69670 0.20 -0.77 0.42
C -13.04417 9.83358 -22.44843 0.24 -0.08 -0.35
O -13.27967 8.69738 -23.26788 0.37 0.30 -0.41
C -13.61626 8.94876 -24.63908 -0.67 -0.03 0.54
C -12.47001 9.38556 -25.55514 -2.00 0.85 -0.75
C -12.98831 9.68695 -26.97612 -0.43 0.68 -0.52
N -11.51770 8.34802 -25.71938 1.24 -1.56 0.75
H -12.35904 10.56366 -22.87932 -0.01 0.07 -0.48
H -12.51130 9.50010 -21.55797 -0.45 -0.19 0.15
H -13.98496 10.33703 -22.22581 -0.05 0.03 0.26
H -14.05805 8.00126 -24.94757 0.53 -0.41 -0.40
H -14.50241 9.57280 -24.75495 0.08 0.85 0.41
H -12.05735 10.34156 -25.23286 0.39 -0.21 0.41
H -12.15261 10.04714 -27.57610 0.16 -0.40 -0.05
H -13.72385 10.48109 -27.10425 -0.14 0.32 0.77
H -13.48563 8.87055 -27.49983 0.41 -0.56 0.22
H -11.01933 8.15363 -24.86268 0.83 0.86 0.49
H -12.06616 7.50602 -25.61772 -0.42 -0.64 -1.03
C -15.09620 6.41202 -17.63227 0.78 -0.25 -0.63
O -15.36903 5.70904 -18.91125 0.46 1.99 1.78
C -16.73804 5.44993 -19.11501 -1.21 -1.15 1.83
C -17.70881 6.63931 -19.24416 1.09 0.14 1.19
C -19.17938 6.39797 -19.25343 -0.85 -0.43 -0.18
N -17.41828 7.27544 -20.46285 0.39 1.43 -1.74
H -14.04177 6.68525 -17.59176 0.11 -0.11 -0.69
H -15.18523 5.83291 -16.71314 -0.67 -0.76 -0.31
H -15.61293 7.35263 -17.44168 -0.48 -0.10 -0.61
H -16.77622 4.75573 -19.95449 -0.19 0.33 -0.38
H -17.07812 4.86228 -18.26230 -0.15 -0.36 0.37
H -17.54003 7.36896 -18.45220 0.41 -0.09 0.30
H -19.34839 5.69063 -20.06534 -0.64 -0.31 0.14
H -19.66758 7.33157 -19.53298 0.17 0.06 -0.22
H -19.68325 6.12654 -18.32579 0.42 -0.58 0.03
H -16.42074 7.42780 -20.50507 0.23 0.09 -0.34
H -17.64967 6.59751 -21.17486 0.11 0.09 -0.62
C -3.92530 2.60320 -24.12961 0.17 0.43 -0.46
O -5.00721 3.08768 -24.94027 -0.91 -0.90 0.77
C -6.19676 2.26165 -24.82269 -1.44 0.53 0.75
C -7.54486 2.91713 -25.32323 0.63 -0.35 -0.48
C -8.81124 2.31673 -24.74045 0.66 -0.09 1.19
N -7.62330 2.67782 -26.74509 0.69 0.01 -0.50
H -4.08414 2.62600 -23.05148 -0.73 -0.18 0.08
H -3.07156 3.27009 -24.25000 -0.13 0.14 -0.47
H -3.59613 1.60939 -24.43305 -0.18 -0.19 -0.02
H -6.09268 1.27906 -25.28287 0.30 0.07 -0.54
H -6.50261 2.01823 -23.80520 0.93 0.24 0.74
H -7.51986 3.99543 -25.16598 0.18 0.16 0.66
H -9.70927 2.70697 -25.21937 0.14 -0.01 -0.12
H -8.86640 2.55247 -23.67768 -0.22 0.03 0.14
H -8.78124 1.23050 -24.82581 -0.11 -0.04 -0.20
H -6.72556 3.04364 -27.02853 0.00 0.07 -1.16
H -8.35183 3.26510 -27.12518 0.00 0.13 -0.39
O -18.82156 5.63850 -24.40396 -0.15 0.70 -1.01
C -19.27918 6.41143 -25.54326 -0.86 -0.20 -0.05
C -20.16821 7.54026 -25.07429 0.82 -0.10 1.10
O -19.41205 8.58663 -24.46412 -0.39 0.44 -0.61
H -18.17460 5.04181 -24.78736 0.22 -0.29 0.27
H -18.46736 6.76149 -26.18082 0.28 0.20 0.30
H -19.92215 5.81758 -26.19292 -0.02 -0.54 -0.02
H -20.86591 7.12209 -24.34873 -0.16 -0.14 0.14
H -20.78843 7.94532 -25.87389 0.42 0.22 -0.13
H -18.95983 8.28390 -23.67328 -0.11 -0.36 0.05
O -10.33972 5.42455 -29.73424 0.47 1.59 -0.89
C -10.04788 6.65615 -30.47684 0.49 0.09 0.55
C -8.65545 7.26112 -30.25382 0.26 -1.55 0.30
O -8.41496 7.73713 -28.94618 -0.47 0.83 0.22
H -11.29878 5.46682 -29.74003 -0.23 -0.62 0.35
H -10.22119 6.54616 -31.54734 0.14 -0.38 -0.11
H -10.74304 7.42909 -30.14911 -0.23 0.13 0.13
H -8.50330 8.00835 -31.03266 -0.10 0.45 0.26
H -7.83292 6.55135 -30.34182 -0.27 -0.56 -0.87
H -9.14735 7.47991 -28.38135 -0.13 0.01 0.14
```
Positions in Å, forces in eV/Å.

Structure (SMILES): CC1(C)CCCC(C)(C)N1O.CC1(C)CCCC(C)(C)N1O.CC1(C)CCCC(C)(C)N1O.CC1(C)CCCC(C)(C)N1O.CC1(C)CCCC(C)(C)N1O.COC[C@H](C)N.COC[C@H](C)N.COC[C@H](C)N.COC[C@H](C)N.COC[C@H](C)N.OCCO.OCCO
HOMO energy: -8.1 eV
Energy relative to the best compared isomer or geometry (same formula, charge and spin): 358.72 kJ/mol

Copy entry 1 word for word.
This record from OMol25 describes a gas-phase ion, C3H9BNO2 (charge +1) at a distorted geometry. The level of theory is ωB97M-V with the def2-TZVPD basis set.

XYZ file:
```
16
Properties=species:S:1:pos:R:3:forces:R:3
C 0.99987 -0.17587 -2.36032 1.12 0.88 -1.89
B 0.43404 -0.10702 -0.93775 -0.36 -0.13 -1.13
O 0.42646 -1.23160 -0.14640 -1.49 1.29 4.22
C -0.18047 -0.96929 1.44839 3.40 -3.09 -3.78
N -1.10776 0.05575 1.30189 -3.20 0.43 -0.46
C -0.38365 1.27914 0.75905 -0.43 0.91 1.15
O -0.22804 1.09926 -0.58413 0.64 -0.55 0.83
H 0.64656 0.62162 -3.11871 0.03 -1.50 1.29
H 1.06390 -1.18440 -2.78692 -0.68 0.20 -0.05
H 2.08662 0.04027 -2.37473 -0.19 0.19 0.57
H 0.72365 -0.73781 2.01990 -0.48 0.02 0.01
H -0.66556 -1.89675 1.71410 0.24 -0.31 -0.07
H -1.73131 -0.26579 0.44528 0.42 0.80 2.49
H -1.57162 0.16702 2.28198 0.20 0.20 -2.32
H -1.05128 2.17230 0.94973 1.19 -0.87 0.01
H 0.53859 1.13317 1.38863 -0.42 1.54 -0.86
```
Positions in Å, forces in eV/Å.

Structure (SMILES): CB1OC[NH2+]CO1
HOMO energy: -15.9 eV
Total charge: +1
Energy relative to the best compared isomer or geometry (same formula, charge and spin): 175.54 kJ/mol

> Which formula does entry 2 have?

C69H162N10O14

> energy relative to the best compared isomer or geometry (same formula, charge and spin) of number 1 (C3H9BNO2)?

175.54 kJ/mol